1.
This record from the Open Molecules 2025 dataset describes the molecule C23H27N3O3S. The level of theory is wB97M-V/def2-TZVPD.

The value obtained for the highest occupied orbital energy is -7.8 eV. The calculation puts the largest force on an atom at 0.9 eV Å⁻¹. The value obtained for the HOMO-LUMO gap is 7.7 eV. The energy relative to the best compared isomer or geometry (same formula, charge and spin) is 0.939 eV. For the total energy, the calculation gives -1680.85140 Eh. The SMILES is Cc1ccc(C)c2[nH]c(=O)c(CN(C[C@H]3CCCO3)C(=S)NCc3ccco3)cc12.

```
! RIJCOSX wB97M-V def2-TZVPD def2/J DEFGRID3
* xyz 0 1
H 2.767 -3.569 -2.278
C 1.857 0.643 0.312
H -2.447 -1.449 2.280
C -0.851 -2.497 1.211
H 2.870 0.239 0.202
C 1.019 1.575 2.419
H -1.889 0.361 -2.258
O 0.553 -2.412 1.341
C -0.268 6.308 -0.330
C 0.645 -3.336 -2.444
C -1.405 -1.315 2.000
C 0.378 -2.022 -2.003
H -0.063 -4.937 -3.656
H -2.694 -0.359 -4.286
C -0.066 4.910 1.386
N -1.046 -0.111 -1.952
C -2.938 -1.287 -3.769
C 0.948 -0.075 -0.650
H 1.851 -4.121 -0.873
H 2.258 -0.380 3.400
C 1.924 -0.683 2.402
H -0.801 -2.017 3.950
C -0.270 0.590 -1.070
N 1.464 0.498 1.705
H 0.413 8.006 0.936
C -0.248 -3.932 -3.308
H 2.769 -1.110 1.860
S 1.176 1.667 4.074
H 0.083 2.390 0.795
C -1.393 -3.268 -3.741
N 0.467 2.583 1.722
C 1.854 -4.072 -1.961
C 0.168 6.976 0.770
H -1.209 -3.445 1.642
H 0.641 4.038 3.191
H -0.458 6.718 -1.301
C -0.795 -1.370 -2.430
H -2.066 -3.769 -4.421
H -1.095 -2.482 0.147
H 1.884 1.707 0.064
C -0.424 4.958 0.070
H -3.585 -1.053 -2.924
H -1.026 3.606 2.784
C -0.458 -1.308 3.196
H 1.865 -5.084 -2.356
C 0.871 -1.792 2.589
O -0.630 1.711 -0.714
H 1.340 -2.549 3.235
H 2.153 -1.789 -0.799
H -3.495 -1.919 -4.455
C 1.239 -1.312 -1.115
O 0.296 6.138 1.813
H -1.302 -0.395 1.424
H -0.356 -0.332 3.660
C -0.024 3.781 2.361
C -1.693 -1.991 -3.314
H -0.754 4.139 -0.536
*
```

2.
This record from the Open Molecules 2025 dataset describes a structure of composition C23H31N4O3Si2W at a distorted geometry. The level of theory is wB97M-V/def2-TZVPD.

The value obtained for the highest occupied orbital energy is -17.2 eV. The calculation puts the largest force on an atom at 1.6 eV Å⁻¹. The value obtained for the HOMO-LUMO gap is 6.4 eV. The energy relative to the best compared isomer or geometry (same formula, charge and spin) is 1.443 eV. For the total energy, the calculation gives -1984.93621 Eh.

```
! RIJCOSX wB97M-V def2-TZVPD def2/J DEFGRID3
* xyz 3 1
H -1.413 -3.765 -0.712
C 0.188 -2.442 -0.294
N 0.532 3.189 1.546
H 1.859 -1.415 6.684
C -0.374 -3.813 -0.402
C -2.073 1.001 -5.017
C 2.430 -3.285 0.336
C -2.162 2.350 -3.028
H -3.469 3.796 -0.403
C -0.637 -1.660 -3.413
C 2.144 -0.914 0.060
H -1.730 0.138 -5.574
C -3.367 3.056 -4.992
C -2.382 3.924 -0.423
H -3.348 4.166 -3.170
C 0.140 2.277 0.973
H 2.034 0.060 -2.793
H -2.724 -0.643 0.814
C 0.198 -0.414 2.860
H 1.361 0.824 -4.243
C -0.256 -1.099 4.126
C 4.300 -1.794 0.548
H 5.356 -1.639 0.722
H 1.444 1.732 -2.737
C -1.686 1.208 -3.700
H -0.625 -1.651 -4.507
C 3.486 -0.700 0.278
H 0.197 -4.408 -1.117
H -0.285 -2.185 4.019
H -0.309 -4.320 0.564
Si -0.456 0.088 -2.858
N 0.783 -0.662 5.038
O -0.437 -0.578 1.772
H 2.934 0.558 5.859
H -4.016 3.755 -5.500
H -2.758 1.051 1.268
W -0.482 0.496 -0.150
H 0.199 -2.281 -3.090
O 1.325 0.154 -0.191
H -1.250 -0.755 4.423
C 3.772 -3.081 0.591
H 0.867 4.005 2.034
O -0.595 -1.494 -0.581
H 0.662 -0.149 7.083
C 1.263 0.740 -3.155
C -2.554 0.365 0.433
H -2.034 4.046 0.600
H -1.573 -2.116 -3.093
Si -1.669 2.500 -1.326
H -3.311 0.548 -0.342
C -2.911 1.918 -5.652
H -2.167 4.841 -0.980
H -3.211 1.740 -6.677
H 2.034 -4.290 0.346
C -2.990 3.282 -3.682
C 1.611 0.125 4.366
H 3.883 0.304 0.228
N 1.284 0.302 3.041
C 0.872 -1.013 6.452
C 1.578 -2.204 0.060
H 4.415 -3.923 0.808
H 0.138 -1.784 6.664
H 3.298 1.225 4.309
N 2.667 0.713 4.900
*
```

Look up the highest occupied orbital energy of the second one.
-17.2 eV